1.
The following is a quantum chemistry calculation of a molecular structure, O2S4, from the Open Molecules 2025 dataset.

Structure (XYZ):
```
6
Properties=species:S:1:pos:R:3:nbo_charge:R:1
O 1.07 -0.68 1.11 -0.88
O 1.24 -0.33 -1.24 -0.87
S -3.88 -0.37 -0.33 -0.08
S -1.85 0.10 0.07 0.32
S -0.77 1.78 0.71 -0.15
S 1.43 0.21 0.06 1.66
```

E_HOMO (alpha / beta)   -10.04 / -10.04 eV
Energy above the lowest of the compared OMol25 structures with the same formula, charge and spin   21.97 kcal/mol
E_LUMO (alpha / beta)   -3.7 / -3.7 eV

2.
The following is a quantum chemistry calculation of 8 unconnected molecules or ions with the total composition C63H140F2N8O4S2, from the Open Molecules 2025 dataset.

Structure (XYZ):
```
219
Properties=species:S:1:pos:R:3:lowdin_spin:R:1
N 0.33 -0.83 1.24 0.44
S -0.61 -0.03 0.39 -0.03
O -1.37 -0.71 -0.64 0.17
O -0.17 1.38 0.23 0.29
F -1.83 0.20 1.48 -0.01
S 1.63 -1.04 0.22 -0.01
O 2.66 0.00 0.29 0.08
O 1.50 -1.76 -1.08 0.05
F 2.37 -2.25 1.05 0.00
C 1.70 4.47 -2.50 0.00
C 1.84 4.58 -1.06 0.00
C 2.86 3.53 -0.52 0.00
N 3.25 3.70 1.02 0.00
C 4.42 2.78 1.40 0.00
C 4.72 2.65 2.91 0.00
C 3.49 2.52 3.83 0.00
C 2.32 3.31 3.43 0.00
C 2.04 3.18 1.91 0.00
C 3.65 5.12 1.39 0.00
H 2.58 4.37 -3.13 0.00
H 1.09 5.29 -2.89 0.00
H 1.15 3.53 -2.56 0.00
H 0.92 4.53 -0.47 0.00
H 2.30 5.54 -0.84 0.00
H 3.76 3.64 -1.13 0.00
H 2.56 2.51 -0.76 0.00
H 4.16 1.80 1.00 0.00
H 5.29 3.16 0.85 0.00
H 5.38 1.84 3.20 0.00
H 5.32 3.52 3.18 0.00
H 3.25 1.46 3.80 0.00
H 3.77 2.78 4.85 0.00
H 1.39 3.18 3.99 0.00
H 2.54 4.36 3.65 0.00
H 2.00 2.15 1.56 0.00
H 1.23 3.84 1.60 0.00
H 4.18 5.64 0.59 0.00
H 4.16 5.19 2.35 0.00
H 2.70 5.61 1.60 0.00
C 0.27 0.51 4.47 0.00
C -1.13 1.12 4.70 0.00
C -1.15 2.68 4.65 0.00
N -2.62 3.12 4.87 0.00
C -3.71 2.37 4.16 0.00
C -5.02 3.11 4.23 0.00
C -5.03 4.57 3.87 0.00
C -3.99 5.33 4.70 0.00
C -2.64 4.62 4.51 0.00
C -2.91 3.10 6.37 0.00
H 0.95 0.56 5.32 0.00
H 0.82 1.00 3.67 0.00
H 0.25 -0.56 4.22 0.00
H -1.56 0.65 5.59 0.00
H -1.63 0.69 3.83 0.00
H -0.98 3.09 3.65 0.00
H -0.54 3.30 5.30 0.00
H -3.34 2.20 3.15 0.00
H -3.83 1.37 4.59 0.00
H -5.76 2.70 3.54 0.00
H -5.53 2.79 5.14 0.00
H -4.79 4.77 2.83 0.00
H -5.95 5.12 4.08 0.00
H -3.78 6.35 4.41 0.00
H -4.25 5.37 5.76 0.00
H -2.41 4.62 3.44 0.00
H -1.85 5.16 5.03 0.00
H -3.99 3.06 6.50 0.00
H -2.42 3.98 6.78 0.00
H -2.44 2.17 6.71 0.00
C 0.47 4.34 -7.73 0.00
C 0.76 3.22 -6.69 0.00
C 1.80 2.17 -7.04 0.00
N 2.42 1.51 -5.74 0.00
C 1.30 1.24 -4.71 0.00
C 1.74 0.29 -3.64 0.00
C 2.36 -0.99 -4.17 0.00
C 3.52 -0.75 -5.12 0.00
C 3.08 0.21 -6.29 0.00
C 3.47 2.42 -5.13 0.00
H -0.14 3.79 -8.45 0.00
H 1.41 4.56 -8.24 0.00
H -0.19 5.16 -7.43 0.00
H -0.24 2.79 -6.58 0.00
H 0.92 3.76 -5.76 0.00
H 2.66 2.52 -7.62 0.00
H 1.26 1.39 -7.57 0.00
H 0.50 0.87 -5.35 0.00
H 1.00 2.22 -4.35 0.00
H 0.88 0.00 -3.04 0.00
H 2.41 0.78 -2.93 0.00
H 1.56 -1.61 -4.57 0.00
H 2.72 -1.43 -3.24 0.00
H 3.80 -1.72 -5.53 0.00
H 4.36 -0.32 -4.59 0.00
H 2.32 -0.30 -6.87 0.00
H 3.87 0.55 -6.95 0.00
H 3.81 2.06 -4.16 0.00
H 3.00 3.40 -5.15 0.00
H 4.34 2.35 -5.78 0.00
C 5.20 -1.72 4.08 0.00
C 5.52 -1.90 2.56 0.00
C 5.89 -3.32 2.09 0.00
N 6.36 -3.45 0.62 0.00
C 6.64 -5.00 0.43 0.00
C 6.71 -5.43 -1.04 0.00
C 5.55 -4.95 -1.89 0.00
C 5.42 -3.49 -1.74 0.00
C 5.18 -3.01 -0.34 0.00
C 7.76 -2.68 0.19 0.00
H 5.31 -0.66 4.28 0.00
H 5.86 -2.28 4.74 0.00
H 4.16 -1.96 4.31 0.00
H 6.43 -1.33 2.34 0.00
H 4.75 -1.57 1.86 0.00
H 5.04 -4.00 2.06 0.00
H 6.62 -3.86 2.69 0.00
H 5.80 -5.57 0.80 0.00
H 7.51 -5.34 1.00 0.00
H 6.70 -6.52 -1.15 0.00
H 7.66 -5.06 -1.42 0.00
H 4.59 -5.40 -1.64 0.00
H 5.75 -5.20 -2.93 0.00
H 4.58 -3.10 -2.31 0.00
H 6.30 -3.00 -2.16 0.00
H 4.30 -3.50 0.07 0.00
H 5.01 -1.93 -0.35 0.00
H 8.02 -2.67 -0.87 0.00
H 8.61 -3.19 0.63 0.00
H 7.75 -1.62 0.45 0.00
C -4.18 -4.29 -7.05 0.00
C -3.72 -3.16 -6.08 0.00
C -2.61 -3.79 -5.13 0.00
N -2.10 -2.78 -4.02 0.00
C -0.80 -3.35 -3.28 0.00
C -1.08 -4.64 -2.52 0.00
C -2.16 -4.40 -1.45 0.00
C -3.42 -3.81 -1.99 0.00
C -3.27 -2.55 -2.95 0.00
C -1.76 -1.36 -4.48 0.00
H -3.48 -4.68 -7.80 0.00
H -5.04 -4.03 -7.66 0.00
H -4.53 -5.22 -6.60 0.00
H -4.54 -2.64 -5.59 0.00
H -3.21 -2.53 -6.80 0.00
H -1.74 -4.03 -5.74 0.00
H -3.03 -4.63 -4.58 0.00
H -0.06 -3.69 -4.01 0.00
H -0.24 -2.66 -2.64 0.00
H -1.34 -5.44 -3.21 0.00
H -0.20 -4.95 -1.96 0.00
H -2.42 -5.28 -0.85 0.00
H -1.69 -3.68 -0.78 0.00
H -4.01 -4.51 -2.59 0.00
H -4.17 -3.52 -1.26 0.00
H -4.15 -2.28 -3.55 0.00
H -2.97 -1.68 -2.37 0.00
H -1.34 -0.78 -3.67 0.00
H -2.67 -1.00 -4.97 0.00
H -0.96 -1.52 -5.20 0.00
C -3.75 -2.22 2.08 0.00
C -3.07 -3.41 2.68 0.00
C -1.55 -3.17 2.61 0.00
N -0.60 -4.14 3.39 0.00
C -0.83 -3.77 4.89 0.00
C 0.17 -4.46 5.84 0.00
C 1.61 -4.12 5.59 0.00
C 1.93 -4.42 4.08 0.00
C 0.94 -3.78 3.06 0.00
C -0.83 -5.63 3.13 0.00
H -4.83 -2.21 2.25 0.00
H -3.55 -2.16 1.01 0.00
H -3.45 -1.28 2.55 0.00
H -3.30 -4.30 2.09 0.00
H -3.36 -3.68 3.69 0.00
H -1.33 -2.14 2.89 0.00
H -1.19 -3.09 1.58 0.00
H -1.07 -2.75 5.19 0.00
H -1.81 -4.18 5.12 0.00
H -0.09 -4.23 6.87 0.00
H 0.12 -5.55 5.74 0.00
H 1.74 -3.04 5.68 0.00
H 2.26 -4.65 6.28 0.00
H 3.00 -4.22 3.96 0.00
H 1.81 -5.50 4.11 0.00
H 1.07 -2.70 3.02 0.00
H 0.97 -4.20 2.05 0.00
H -0.29 -6.40 3.68 0.00
H -0.86 -5.87 2.06 0.00
H -1.87 -5.69 3.43 0.00
C -2.11 4.56 -0.40 0.00
C -3.14 3.61 0.23 0.00
C -4.35 3.43 -0.72 0.00
N -5.22 2.12 -0.70 0.00
C -5.86 1.84 0.70 0.00
C -6.96 2.88 1.10 0.00
C -7.95 2.95 -0.08 0.00
C -7.36 3.24 -1.44 0.00
C -6.32 2.22 -1.78 0.00
C -4.27 0.92 -0.94 0.00
H -1.80 4.30 -1.41 0.00
H -1.20 4.48 0.20 0.00
H -2.43 5.59 -0.26 0.00
H -3.45 4.03 1.19 0.00
H -2.68 2.64 0.42 0.00
H -4.07 3.46 -1.78 0.00
H -5.10 4.18 -0.46 0.00
H -5.05 1.76 1.42 0.00
H -6.33 0.87 0.50 0.00
H -6.51 3.84 1.35 0.00
H -7.52 2.62 2.00 0.00
H -8.79 3.64 0.06 0.00
H -8.53 2.03 -0.09 0.00
H -6.93 4.24 -1.41 0.00
H -8.13 3.16 -2.21 0.00
H -5.70 2.43 -2.65 0.00
H -6.85 1.31 -2.05 0.00
H -3.52 0.89 -0.16 0.00
H -3.78 1.14 -1.89 0.00
H -4.90 0.03 -1.00 0.00
```

E_HOMO (alpha / beta)   -23.44 / -23.44 eV
Spin multiplicity   2
Net charge   +7
<S²>   0.761
E_LUMO (alpha / beta)   -15.9 / -21.2 eV

3.
The following is a quantum chemistry calculation of a single FHO2 molecule, from the Open Molecules 2025 dataset.

Structure (XYZ):
```
4
Properties=species:S:1:pos:R:3:nbo_charge:R:1
O -0.67 0.26 0.20 -0.43
O -0.72 0.86 1.54 0.08
F -0.99 -0.29 2.23 -0.12
H 0.21 0.51 -0.17 0.47
```

E_HOMO   -11.40 eV
Energy above the lowest of the compared OMol25 structures with the same formula, charge and spin   3.41 kcal/mol
SMILES   OOF
E_LUMO   0.7 eV

4.
The following is a quantum chemistry calculation of a molecular structure, C39H34ClInN3SSi2, from the Open Molecules 2025 dataset.

Structure (XYZ):
```
81
Properties=species:S:1:pos:R:3:mulliken_charge:R:1
C -1.74 1.56 0.45 -0.32
C -0.58 2.12 -0.06 -1.04
C -0.44 1.68 -1.45 -0.08
H 0.08 2.79 0.46 0.65
C -1.56 0.82 -1.72 -0.84
C -2.35 0.77 -0.56 -0.51
H -3.32 0.27 -0.47 0.52
H -2.17 1.76 1.42 0.52
H 0.18 2.19 -2.20 0.76
H -1.78 0.36 -2.68 0.49
In 0.99 -0.10 -0.98 1.13
Si 4.36 0.30 -5.01 0.06
C 6.13 -0.21 -4.56 0.45
C 6.62 -1.49 -4.88 -0.31
H 5.93 -2.24 -5.29 0.78
C 7.96 -1.80 -4.69 -0.99
H 8.32 -2.79 -4.98 0.44
C 8.85 -0.86 -4.19 -0.46
H 9.92 -1.09 -4.10 0.40
C 8.36 0.41 -3.86 -0.72
H 9.05 1.16 -3.48 0.42
C 7.01 0.72 -4.00 -0.31
H 6.63 1.70 -3.69 0.37
C 4.36 -0.43 -6.82 0.65
C 5.48 -0.12 -7.62 -0.52
H 6.17 0.68 -7.32 0.33
C 5.80 -0.84 -8.78 -0.48
H 6.72 -0.60 -9.33 0.38
C 4.95 -1.84 -9.24 -0.58
H 5.21 -2.42 -10.14 0.38
C 3.75 -2.04 -8.56 -0.49
H 3.03 -2.76 -8.97 0.38
C 3.45 -1.35 -7.36 -0.27
H 2.50 -1.57 -6.87 0.19
H 4.24 1.76 -4.85 -0.27
Si 4.92 -3.16 -2.87 -0.24
C 3.46 -2.11 -3.54 0.27
C 3.33 -0.58 -3.65 2.24
H 3.59 -0.09 -2.69 -0.17
C 2.14 -0.02 -4.31 -1.50
H 2.13 1.03 -4.67 0.32
C 1.00 -0.80 -4.46 -0.51
H 0.07 -0.32 -4.77 0.38
C 1.06 -2.17 -4.22 -0.85
H 0.12 -2.74 -4.23 0.79
C 2.28 -2.80 -3.85 -1.10
H 2.26 -3.87 -3.68 0.45
C 5.63 -2.05 -1.54 0.30
C 4.79 -1.08 -0.96 -0.42
H 3.72 -1.30 -0.86 0.57
C 5.28 0.20 -0.66 0.18
H 4.58 1.04 -0.53 0.29
C 6.66 0.40 -0.56 -0.94
H 7.06 1.40 -0.32 0.39
C 7.51 -0.70 -0.77 -0.18
H 8.58 -0.58 -0.60 0.42
C 7.02 -1.91 -1.27 -0.59
H 7.71 -2.72 -1.51 0.42
H 4.42 -4.25 -2.09 -0.26
Cl 2.19 1.25 0.64 -0.43
N -1.89 -1.82 2.64 0.00
C -1.39 -0.94 3.60 0.71
C -1.82 -0.63 4.88 -1.00
C -1.20 0.45 5.54 -0.39
C -0.20 1.20 4.91 -0.70
C 0.23 0.86 3.62 -0.42
C -0.36 -0.22 2.95 0.05
N -0.25 -0.68 1.64 0.08
C -1.20 -1.63 1.48 0.21
C -1.52 -2.38 0.28 -0.22
C -2.64 -3.16 0.11 -0.51
S -2.58 -4.00 -1.40 -0.13
C -1.09 -3.20 -1.74 -0.29
N -0.65 -2.36 -0.80 0.16
H -2.62 -2.50 2.79 0.23
H -2.61 -1.23 5.33 0.37
H -1.51 0.71 6.56 0.38
H 0.23 2.05 5.43 0.42
H 1.00 1.41 3.10 0.34
H -3.44 -3.23 0.83 0.43
H -0.53 -3.43 -2.63 0.39
```

E_HOMO (alpha / beta)   -9.41 / -9.78 eV
Net charge   +1
Energy above the lowest of the compared OMol25 structures with the same formula, charge and spin   141.47 kcal/mol
E_LUMO (alpha / beta)   -5.7 / -5.6 eV

5.
The following is a quantum chemistry calculation of a molecular structure, C5H11NO, from the Open Molecules 2025 dataset.

Structure (XYZ):
```
18
Properties=species:S:1:pos:R:3:nbo_charge:R:1
C 1.57 -1.32 0.99 -0.64
C 0.24 -1.18 0.18 -0.22
N -0.09 0.22 -0.31 -0.53
C 0.77 1.22 0.39 -0.46
C -1.64 -0.22 -1.20 -0.25
C -1.74 1.29 -0.75 0.39
O -1.60 2.36 -1.38 -0.58
H 2.52 -1.16 0.58 0.22
H 1.72 -2.33 1.44 0.23
H 1.51 -0.53 1.73 0.21
H -0.66 -1.43 0.72 0.17
H -0.08 -1.96 -0.69 0.18
H 0.55 1.34 1.50 0.17
H 0.36 2.05 -0.37 0.26
H 1.92 1.21 0.35 0.24
H -1.01 -0.20 -2.13 0.23
H -2.56 -0.82 -1.46 0.26
H -1.77 1.45 0.38 0.12
```

E_HOMO   -8.26 eV
Energy above the lowest of the compared OMol25 structures with the same formula, charge and spin   199.88 kcal/mol
E_LUMO   -0.9 eV

6.
The following is a quantum chemistry calculation of 7 unconnected molecules or ions with the total composition C19H56N4O7, from the Open Molecules 2025 dataset.

Structure (XYZ):
```
86
Properties=species:S:1:pos:R:3:mulliken_charge:R:1
C 40.33 30.34 34.06 -1.66
C 41.81 30.65 34.29 0.50
C 41.99 32.14 34.52 0.09
O 43.34 32.51 34.85 -0.47
C 44.30 32.20 33.88 -0.64
N 42.30 29.85 35.42 -0.65
H 39.74 30.54 34.95 0.40
H 40.20 29.31 33.73 0.37
H 39.95 30.93 33.21 0.38
H 42.32 30.36 33.37 0.29
H 41.45 32.55 35.37 -0.05
H 41.74 32.72 33.62 0.06
H 44.16 32.84 32.99 0.16
H 44.24 31.17 33.54 0.35
H 45.29 32.38 34.30 0.29
H 43.10 30.31 35.84 0.31
H 41.58 29.77 36.12 0.26
C 37.99 41.99 36.18 -1.33
C 37.79 40.93 37.24 1.00
C 39.06 40.16 37.51 -0.79
O 38.80 39.06 38.36 -0.42
C 38.97 37.81 37.75 -0.50
N 37.31 41.52 38.50 -0.78
H 38.94 42.52 36.28 0.34
H 37.16 42.70 36.18 0.37
H 37.99 41.52 35.20 0.31
H 37.06 40.19 36.88 -0.13
H 39.80 40.79 38.00 0.41
H 39.47 39.85 36.54 0.31
H 40.01 37.65 37.41 0.35
H 38.32 37.65 36.88 0.05
H 38.73 37.03 38.48 0.33
H 36.42 41.98 38.35 0.25
H 37.15 40.79 39.18 0.26
C 38.85 36.65 31.92 -1.07
C 39.98 36.52 32.95 -0.09
C 39.49 36.13 34.32 1.00
O 39.07 34.79 34.31 -0.04
C 38.67 34.32 35.58 -0.90
N 41.06 35.57 32.55 -0.53
H 38.06 35.90 32.06 0.05
H 39.18 36.63 30.89 0.42
H 38.33 37.60 32.07 0.30
H 40.45 37.51 33.06 0.33
H 38.71 36.80 34.71 -0.71
H 40.34 36.24 35.02 -0.08
H 37.93 33.52 35.47 0.27
H 38.17 35.13 36.13 0.23
H 39.53 33.97 36.16 0.34
H 41.23 35.72 31.56 0.15
H 40.62 34.65 32.59 0.22
C 34.82 35.96 32.88 -1.61
C 35.47 34.90 33.74 1.84
C 34.45 34.10 34.52 -1.24
O 35.16 33.37 35.53 -0.15
C 34.29 32.72 36.42 -0.83
N 36.35 34.04 32.94 -0.60
H 34.28 35.47 32.07 0.50
H 35.60 36.63 32.53 0.15
H 34.06 36.54 33.40 0.31
H 36.08 35.38 34.52 -0.45
H 33.97 33.35 33.88 0.43
H 33.71 34.75 34.99 0.45
H 34.89 32.19 37.16 0.23
H 33.64 32.01 35.89 0.32
H 33.64 33.43 36.96 0.31
H 37.30 34.21 33.24 0.05
H 36.17 33.06 33.18 0.36
C 43.37 36.51 35.16 -0.43
O 43.01 37.13 33.95 -0.58
H 43.53 37.27 35.93 0.27
H 42.61 35.82 35.54 0.10
H 44.29 35.92 35.05 0.23
H 42.34 36.57 33.52 0.49
C 36.16 38.56 34.51 0.15
O 35.61 37.65 35.45 -0.47
H 36.54 39.47 34.99 -0.16
H 37.05 38.11 34.08 -0.22
H 35.42 38.89 33.77 0.41
H 35.00 38.14 36.01 0.27
C 43.19 35.50 29.79 -0.56
O 41.78 35.56 29.53 -0.53
H 43.44 34.48 30.09 0.18
H 43.76 35.79 28.91 0.35
H 43.47 36.14 30.64 0.23
H 41.61 36.25 28.89 0.29
```

E_HOMO   -9.08 eV
Energy above the lowest of the compared OMol25 structures with the same formula, charge and spin   4.88 kcal/mol
SMILES   COC[C@H](C)N.COC[C@H](C)N.COC[C@H](C)N.COC[C@H](C)N.CO.CO.CO
E_LUMO   0.5 eV

7.
The following is a quantum chemistry calculation of a single C3H7N molecule, from the Open Molecules 2025 dataset.

Structure (XYZ):
```
11
Properties=species:S:1:pos:R:3:nbo_charge:R:1
C -0.25 0.37 0.24 0.37
C -0.20 -0.86 1.12 -0.69
C 0.61 0.08 -1.27 -0.72
N -0.83 1.42 0.51 -0.67
H -0.68 -0.58 2.17 0.23
H -0.68 -1.64 0.57 0.23
H 0.73 -1.28 1.32 0.22
H -0.12 0.17 -2.16 0.22
H 1.03 -0.94 -0.98 0.22
H 1.26 0.96 -1.46 0.22
H -0.87 2.30 -0.08 0.37
```

E_HOMO   -8.84 eV
Energy above the lowest of the compared OMol25 structures with the same formula, charge and spin   30.10 kcal/mol
SMILES   CC(C)=N
E_LUMO   1.0 eV

8.
The following is a quantum chemistry calculation of 2 unconnected molecules or ions with the total composition C2H2OS, from the Open Molecules 2025 dataset.

Structure (XYZ):
```
6
Properties=species:S:1:pos:R:3:nbo_charge:R:1
C 0.90 -0.84 -0.63 -0.24
C 0.14 -0.28 -1.32 -0.26
O -0.49 1.26 2.28 -0.69
S -1.70 0.84 1.60 0.69
H 1.77 -1.40 -0.18 0.25
H -0.63 0.42 -1.75 0.25
```

E_HOMO (alpha / beta)   -9.16 / -9.09 eV
Energy above the lowest of the compared OMol25 structures with the same formula, charge and spin   71.69 kcal/mol
SMILES   C#C.O=S
E_LUMO (alpha / beta)   -1.3 / -1.4 eV

no.,largest force on an atom (eV/A),total energy (eV)
1,4.41,-47433.1744
2,10.45,-114733.3567
3,2.93,-6822.3705
4,3.27,-89741.0785
5,7.35,-8893.0299
6,1.79,-40900.9333
7,5.23,-4712.8519
8,5.59,-14984.6028